1.
The following is a DFT calculation (ωB97M-V/def2-TZVPD) of 13 unconnected molecules or ions with the total composition C36H78O23S8.

Geometry as XYZ:
```
145
Properties=species:S:1:pos:R:3:forces:R:3
C 4.541251 -4.884676 -3.529571 0.6 0.0 -0.4
C 4.161462 -3.420264 -3.547735 -0.7 -1.1 -0.8
C 3.325577 -3.037335 -4.804070 1.1 -0.3 0.2
O 2.132808 -2.466534 -4.273854 -0.2 0.5 -0.3
C 2.153599 -2.496567 -2.943509 0.4 -0.5 0.8
O 1.325780 -2.062201 -2.193195 -0.1 0.2 -0.5
O 3.239612 -3.155743 -2.487212 0.2 0.4 0.2
H 5.319452 -5.005797 -4.292448 -0.2 -0.2 -0.1
H 3.699945 -5.533607 -3.772103 -0.1 0.1 0.0
H 5.005668 -5.225062 -2.605439 -0.2 0.3 0.2
H 5.050300 -2.797402 -3.525517 -0.1 0.2 0.7
H 3.062146 -3.877731 -5.444550 -0.1 -0.1 0.2
H 3.931377 -2.333508 -5.371937 -0.6 0.4 -0.1
C -0.294803 -4.352294 0.700291 0.2 0.1 -1.0
C -1.717530 -4.195332 0.179113 0.9 -0.5 1.2
C -2.617718 -5.348815 0.627589 -0.4 -0.3 -1.9
O -3.798529 -4.704697 1.102887 0.2 0.3 0.6
C -3.510344 -3.405045 1.359712 0.4 -0.2 -0.3
O -4.217842 -2.633820 1.922295 -0.4 0.1 0.1
O -2.296797 -3.072080 0.869140 -0.4 0.0 -0.3
H 0.254653 -3.422280 0.549948 -0.1 0.2 0.3
H 0.270283 -5.067593 0.094930 -0.3 -0.3 0.1
H -0.308552 -4.668887 1.738710 0.1 0.1 0.1
H -1.745608 -4.058597 -0.900767 -0.1 0.4 0.0
H -2.191665 -6.079499 1.312126 0.0 0.4 0.5
H -2.889618 -5.903468 -0.276051 -0.2 -0.1 0.2
C 0.497084 2.691307 3.982022 0.3 -0.1 0.5
C 0.463474 1.245809 4.423479 -0.5 0.0 0.5
C 1.661757 0.368817 4.089847 -1.1 0.4 -1.9
O 1.833588 -0.454396 5.230811 0.2 0.4 0.3
C 1.038472 0.032481 6.241123 0.4 -0.5 -0.2
O 0.851529 -0.524770 7.271275 0.2 0.0 0.1
O 0.494802 1.190401 5.873037 -0.4 0.6 0.0
H 1.508046 3.080217 4.128628 0.0 0.1 -0.3
H -0.137357 3.271806 4.653763 -0.2 0.0 -0.2
H 0.151937 2.821133 2.958287 0.1 0.0 -0.1
H -0.495750 0.788825 4.158343 0.2 -0.1 -0.3
H 2.425657 1.056125 3.702578 0.9 -0.4 1.2
H 1.434625 -0.252749 3.223789 -0.2 -0.2 0.2
C 4.057504 -0.194491 -0.909300 0.4 -1.4 -0.3
C 3.750966 0.396590 -2.260546 -1.1 1.0 0.8
C 4.372920 1.753246 -2.619438 1.6 -0.8 1.1
O 5.009009 1.509607 -3.896720 -0.8 0.5 -0.2
C 4.662054 0.293020 -4.325878 -0.1 0.1 -0.2
O 4.729429 -0.090830 -5.457422 0.3 -0.1 0.2
O 4.218314 -0.459266 -3.301366 -0.3 -0.3 -0.2
H 5.129793 -0.343349 -0.764074 0.0 0.3 0.1
H 3.641863 -1.207778 -0.936768 0.0 0.0 0.0
H 3.597930 0.260236 -0.040763 0.1 0.6 -0.2
H 2.659100 0.475788 -2.325622 0.1 -0.1 -0.4
H 5.182510 1.924108 -1.907157 0.0 0.3 -0.1
H 3.696576 2.596478 -2.597205 -0.2 -0.1 -0.6
C 2.938243 -2.433281 2.312181 0.0 -0.9 -0.1
C 4.044947 -3.414364 1.959672 0.1 0.4 -0.5
C 3.629515 -4.608335 1.104975 -0.8 -0.1 -0.4
O 4.642760 -4.699752 0.094617 0.2 -0.3 0.2
C 5.275960 -3.514557 0.007073 -0.2 0.4 0.6
O 6.045431 -3.189618 -0.836485 0.1 -0.2 -0.3
O 4.917470 -2.718294 1.039416 0.2 0.0 -0.1
H 3.356913 -1.534355 2.754212 0.0 0.1 -0.1
H 2.222665 -2.873076 3.010208 0.1 0.0 0.1
H 2.409650 -2.228606 1.379859 0.0 0.3 0.1
H 4.672396 -3.713926 2.801340 -0.2 0.0 0.1
H 2.690229 -4.453832 0.562485 0.0 0.4 0.2
H 3.497881 -5.550610 1.633095 0.5 0.0 0.1
C 3.799681 5.008638 1.618498 -0.2 -0.5 -0.1
S 3.684987 4.261195 -0.030170 -0.5 -0.6 0.0
O 3.730045 2.764427 0.091830 0.3 0.6 0.4
C 1.942689 4.604619 -0.327142 -0.5 0.7 -0.3
H 4.814255 4.905555 1.995694 0.1 0.1 -0.2
H 3.132477 4.465345 2.289069 -0.1 0.1 -0.1
H 3.499870 6.050617 1.523143 0.1 0.1 0.1
H 1.241108 4.456475 0.497659 0.4 -0.3 0.3
H 1.627859 3.971778 -1.160381 0.2 0.0 0.0
H 1.838707 5.649831 -0.638238 0.1 0.0 -0.1
C -5.490589 3.828409 -2.796792 -1.2 0.0 0.2
S -5.446079 2.016041 -2.578369 1.2 1.0 -0.4
O -4.193801 1.653931 -3.337850 -0.4 -0.4 0.3
C -5.022746 1.990009 -0.815654 -0.3 0.5 0.1
H -6.090700 4.256827 -1.989470 0.2 0.0 0.1
H -6.031251 4.071606 -3.712752 0.2 -0.3 -0.1
H -4.496389 4.263562 -2.845737 0.2 -0.3 0.2
H -4.180055 1.315848 -0.685527 -0.3 -0.3 0.0
H -5.913868 1.730320 -0.246383 0.2 -0.4 0.0
H -4.719193 2.954992 -0.415559 0.1 0.1 -0.3
C -3.099267 2.778058 3.784919 0.3 -0.1 -0.3
S -4.238328 1.563614 3.086457 0.0 0.8 -0.9
O -5.163431 2.399516 2.235018 0.1 -0.3 0.2
C -3.057718 0.803220 1.970031 0.5 -0.5 -0.6
H -2.391333 2.264777 4.436181 -0.1 0.1 0.2
H -3.681626 3.537670 4.301236 -0.1 -0.2 0.3
H -2.555583 3.268284 2.974187 0.0 -0.1 -0.1
H -2.204777 0.414337 2.530430 -0.1 -0.2 0.0
H -2.633454 1.417790 1.168923 -0.2 0.9 0.6
H -3.504537 -0.006203 1.387360 -0.3 -0.3 0.7
C -1.264831 2.463518 -3.396510 -0.2 0.3 -0.3
S 0.300018 2.195903 -4.251909 0.8 0.0 0.8
O 1.445128 2.435757 -3.290307 -0.7 0.0 -0.2
C 0.228630 0.402780 -4.486474 -0.2 0.9 -0.5
H -1.506476 1.825617 -2.553566 0.2 -0.3 -0.2
H -2.019926 2.389526 -4.180459 -0.1 -0.3 0.2
H -1.328528 3.494299 -3.039880 0.4 0.1 -0.1
H 0.305338 -0.135388 -3.546749 -0.1 -0.1 0.0
H 1.058354 0.166591 -5.150534 0.1 -0.1 0.1
H -0.697162 0.247726 -5.043514 -0.1 -0.4 0.2
C -1.729974 6.119547 -0.681096 -0.8 -0.3 -0.1
S -2.512501 4.611671 -0.017439 0.8 0.3 0.5
O -1.429581 4.018129 0.849798 -0.5 -0.1 -0.2
C -3.716541 5.356729 1.102866 0.0 0.4 0.0
H -2.371968 6.509369 -1.473526 0.1 0.0 0.0
H -0.793251 5.761974 -1.100305 0.1 0.1 0.0
H -1.599897 6.882981 0.081894 0.2 -0.1 0.1
H -4.293353 6.126455 0.585268 0.0 -0.2 -0.2
H -3.179211 5.844895 1.917618 0.1 -0.1 0.0
H -4.384420 4.588649 1.495901 0.1 -0.1 -0.1
C 1.138540 1.220999 0.430936 0.0 -0.1 0.2
S 0.353623 -0.406539 0.378956 0.1 -0.1 0.5
O -0.213226 -0.613543 1.764250 0.0 0.2 -0.3
C -1.001127 0.025729 -0.727227 0.4 0.1 -0.3
H 1.727634 1.437371 -0.458031 -0.5 0.1 -0.3
H 1.883154 1.239628 1.227939 -0.2 -0.3 0.1
H 0.351953 1.947642 0.642508 0.1 0.2 -0.1
H -0.620048 -0.151793 -1.733146 -0.1 -0.1 0.0
H -1.264012 1.078826 -0.629578 -0.2 -0.1 0.2
H -1.831203 -0.653982 -0.551073 0.1 0.0 0.1
C -3.497342 -1.242938 -4.634320 0.3 0.2 0.4
S -3.382451 -2.546379 -3.397705 0.4 0.3 0.4
O -1.939779 -2.549405 -2.964888 -0.6 -0.1 -0.1
C -4.254487 -1.670668 -2.062418 -0.1 -0.3 -0.5
H -2.883238 -1.565383 -5.472320 -0.3 -0.1 -0.2
H -3.052359 -0.339138 -4.216455 -0.1 0.0 0.1
H -4.536780 -1.028752 -4.873378 0.0 -0.2 -0.3
H -3.743721 -0.716973 -1.947047 0.0 0.0 0.2
H -4.204819 -2.306812 -1.181006 0.2 0.1 0.1
H -5.308860 -1.532035 -2.306666 0.0 0.1 -0.1
C -2.876319 -2.021283 5.261361 0.5 0.0 -0.1
S -1.665394 -3.318108 5.640605 0.4 -0.9 -0.5
O -2.300137 -4.667726 5.473560 -0.1 0.6 0.1
C -0.627744 -3.137464 4.150061 -0.9 0.6 0.0
H -3.407822 -1.844089 6.192778 -0.3 -0.1 -0.1
H -3.512964 -2.297038 4.422107 -0.1 -0.1 0.1
H -2.320689 -1.115125 5.006688 0.0 0.0 0.1
H -0.185974 -2.142994 4.209738 0.4 -0.1 -0.2
H -1.279625 -3.186407 3.276487 -0.1 0.2 0.1
H 0.083615 -3.950364 4.039441 0.2 0.1 0.6
```
Positions in Å, forces in eV/Å.

As for the multiplicity: 1. For the calculated total energy, the calculation gives -6334.38824 Eh. As for the frontier orbital gap: 8.24 eV.


2.
The following is a DFT calculation (ωB97M-V/def2-TZVPD) of 6 unconnected molecules or ions with the total composition C36H80Br2N4.

Geometry as XYZ:
```
122
Properties=species:S:1:pos:R:3:forces:R:3
C 6.479298 -3.282936 2.906366 0.4 0.2 0.7
C 5.277877 -2.574896 2.293692 0.1 -0.1 0.1
C 5.488591 -2.357747 0.793676 0.0 -0.5 0.0
C 4.186719 -1.997702 0.116998 0.0 0.0 0.4
N 4.261889 -1.812947 -1.377023 -0.3 -0.2 0.3
C 2.978547 -1.173700 -1.807553 -0.1 0.9 -0.1
C 3.144003 0.309155 -1.490733 -0.1 1.0 -0.3
C 4.655865 0.544725 -1.358437 0.5 -0.3 0.1
C 5.280530 -0.789075 -1.756007 -0.2 0.4 -1.0
C 4.434221 -3.108130 -2.081936 0.3 0.1 0.3
H 6.474601 -3.240269 3.999431 -0.3 0.0 -0.1
H 7.409825 -2.772011 2.640716 0.0 -0.1 -0.2
H 6.562111 -4.342293 2.663003 -0.1 0.1 -0.3
H 5.120719 -1.618217 2.794804 -0.1 0.0 -0.1
H 4.375883 -3.172433 2.461838 0.0 0.0 0.0
H 5.847466 -3.312408 0.392293 0.2 0.1 -0.1
H 6.258286 -1.604635 0.628470 0.0 0.0 0.1
H 3.768435 -1.078048 0.539690 0.0 0.0 0.0
H 3.492388 -2.823797 0.287812 -0.2 0.2 -0.1
H 2.900473 -1.258674 -2.889677 -0.1 -0.4 0.0
H 2.131219 -1.634272 -1.318244 0.1 -0.3 -0.1
H 2.717126 0.883350 -2.316339 0.1 -0.1 -0.1
H 2.640500 0.717181 -0.615821 -0.1 -0.6 0.4
H 5.035246 1.300958 -2.042959 0.0 0.1 0.1
H 4.942343 0.807502 -0.339245 -0.2 0.1 0.0
H 5.315222 -0.838339 -2.848987 0.1 -0.1 0.1
H 6.279770 -0.995587 -1.394137 -0.1 -0.2 0.3
H 5.309041 -3.606520 -1.675583 0.0 -0.1 -0.1
H 4.574911 -2.902262 -3.138001 -0.1 -0.1 -0.1
H 3.549445 -3.708842 -1.895599 0.0 -0.1 -0.1
C -1.070772 -3.834985 5.060740 0.1 0.3 0.1
C -0.595011 -2.462221 4.586654 -0.5 -0.1 0.3
C -1.022194 -2.168269 3.153471 0.1 0.0 -0.4
C -0.587341 -0.775006 2.736074 -0.2 0.0 0.1
N -0.636358 -0.483968 1.245491 0.4 0.1 -0.1
C -0.350429 0.986718 1.072930 -0.3 0.8 0.2
C -1.697680 1.635269 0.758558 -0.4 0.6 -0.1
C -2.746915 0.560521 1.008709 0.2 -0.3 0.4
C -1.988965 -0.707682 0.640835 -0.3 0.4 -0.3
C 0.403633 -1.261023 0.556014 1.0 -0.6 0.2
H -0.481719 -4.633369 4.611931 -0.1 -0.1 0.0
H -2.125800 -3.984643 4.828017 0.0 -0.1 -0.1
H -0.972617 -3.880280 6.144152 0.1 -0.2 0.0
H 0.484110 -2.376517 4.719757 0.0 0.1 -0.1
H -1.059351 -1.715544 5.239498 0.1 0.1 0.0
H -2.104848 -2.295676 3.072165 0.0 0.0 0.0
H -0.571140 -2.892536 2.468824 0.0 -0.2 0.1
H 0.447014 -0.606505 3.042385 0.0 0.2 -0.2
H -1.205927 0.003700 3.180497 0.0 -0.1 0.2
H 0.358889 1.160975 0.270460 0.1 -0.4 -0.1
H 0.128705 1.330028 1.987309 0.0 0.0 -0.1
H -1.716844 1.961733 -0.284924 0.0 -0.3 -0.1
H -1.942829 2.530512 1.334884 0.4 -0.1 0.2
H -3.666343 0.764700 0.467932 0.0 -0.3 -0.2
H -3.001502 0.499945 2.069956 -0.1 0.2 0.0
H -1.839016 -0.737292 -0.442342 0.1 -0.2 0.1
H -2.402284 -1.633893 1.025144 0.0 -0.1 -0.1
H 0.211605 -2.324650 0.677560 -0.1 0.0 -0.1
H 1.359893 -1.025647 1.035854 -0.1 0.1 0.0
H 0.476412 -1.010519 -0.499367 -0.5 0.2 0.0
C -4.416948 -3.744505 0.691538 -0.4 0.2 0.0
C -3.488340 -4.100558 -0.476118 -0.4 0.1 1.5
C -4.072621 -3.741636 -1.827451 0.8 -0.3 -0.3
C -3.859999 -2.259985 -2.081475 -0.9 -0.2 0.0
N -4.437414 -1.752673 -3.372784 -0.2 0.7 -0.3
C -4.485527 -0.225297 -3.308620 0.3 -0.9 -0.6
C -5.408723 0.116617 -4.457836 0.0 -0.3 -0.4
C -6.481751 -0.983171 -4.433818 -0.4 -0.3 -0.1
C -5.891997 -2.128628 -3.611900 0.8 0.2 1.2
C -3.535295 -2.173261 -4.476467 0.8 -1.0 0.5
H -4.544643 -2.659868 0.783105 0.0 -0.1 0.1
H -4.061898 -4.126677 1.649211 0.2 0.1 -0.1
H -5.417827 -4.171290 0.579046 0.1 0.0 -0.2
H -3.278122 -5.163717 -0.373603 0.2 0.0 -0.4
H -2.565601 -3.544309 -0.282631 0.2 -0.3 -0.4
H -5.125197 -4.016688 -1.863088 0.0 0.0 0.0
H -3.523443 -4.350934 -2.549550 -0.2 0.1 -0.3
H -2.804722 -1.987486 -2.091327 0.0 0.1 0.1
H -4.418720 -1.709872 -1.321219 0.3 0.1 0.2
H -3.453690 0.036295 -3.500207 0.2 0.7 0.5
H -4.825599 0.017785 -2.306639 -0.1 0.3 -0.1
H -4.806183 0.039781 -5.364501 -0.2 0.1 -0.1
H -5.843177 1.110737 -4.447559 0.1 0.1 0.2
H -6.794936 -1.333589 -5.415755 0.2 0.2 -0.1
H -7.386801 -0.627219 -3.943663 0.0 0.0 0.0
H -5.924733 -3.145269 -3.987745 -0.2 0.1 -0.3
H -6.276950 -2.113620 -2.588691 -0.4 -0.2 -0.2
H -2.594327 -1.628332 -4.374130 -0.2 0.3 -0.3
H -3.957823 -2.154735 -5.472897 -0.3 0.3 0.1
H -3.260934 -3.197991 -4.228564 -0.2 -0.1 -0.4
C 0.832151 5.091541 4.573897 0.0 0.3 -0.2
C 0.380670 4.442360 3.258021 0.8 -0.1 1.0
C 0.280999 5.433504 2.120831 -0.3 1.0 0.0
C -0.035257 4.751045 0.800798 -0.1 -0.4 0.2
N 0.633097 5.303770 -0.420570 0.3 0.0 0.1
C 0.122340 4.565140 -1.647200 0.1 -0.3 1.0
C 0.952865 3.280743 -1.674507 0.4 -0.2 -1.3
C 2.142791 3.484146 -0.728974 0.0 0.0 0.3
C 2.104912 4.960955 -0.377527 -0.3 -0.2 -0.1
C 0.413655 6.761908 -0.516290 -0.4 0.1 -0.3
H 1.007560 4.309930 5.309813 0.0 0.1 0.1
H 0.121158 5.816819 4.974770 -0.2 -0.2 0.0
H 1.765429 5.645831 4.441349 0.0 -0.2 -0.1
H -0.523146 3.866589 3.471247 -0.2 0.1 -0.4
H 1.173827 3.716057 3.034432 -0.2 -0.1 -0.3
H 1.201552 6.026540 2.115364 0.3 -0.4 -0.3
H -0.451798 6.227796 2.313804 -0.2 -0.3 0.1
H -1.103085 4.762617 0.583285 0.0 0.1 0.1
H 0.274683 3.710346 0.892728 0.0 0.0 -0.2
H 0.278637 5.228736 -2.491377 0.0 -0.1 -0.1
H -0.932809 4.364932 -1.479483 -0.1 0.2 -0.3
H 1.305584 3.128297 -2.698631 0.0 0.1 0.0
H 0.387953 2.367426 -1.504216 -0.2 0.1 0.3
H 3.105548 3.236652 -1.171069 0.0 0.0 -0.1
H 2.050845 2.859989 0.159836 0.1 0.0 0.1
H 2.588093 5.559835 -1.148472 0.0 0.1 0.1
H 2.472273 5.201535 0.614321 0.2 0.1 -0.1
H -0.659920 6.945322 -0.497694 0.0 0.1 0.0
H 0.825830 7.102971 -1.462870 0.0 0.1 0.0
H 0.884774 7.280022 0.308444 0.1 0.0 0.1
Br 2.978289 1.082415 2.268275 -0.2 -0.1 -0.3
Br -0.612482 0.023363 -2.908732 -0.1 -0.1 0.3
```
Positions in Å, forces in eV/Å.

Its energy above the lowest of the compared OMol25 structures with the same formula, charge and spin is 0.0 kJ/mol. As for the total charge: +2. As for the multiplicity: 1. For the calculated total energy, the calculation gives -6786.27584 Eh. As for the frontier orbital gap: 8.21 eV.